[1]
The following is a DFT calculation (ωB97M-V/def2-TZVPD) of a molecular structure, C58H48F5InN6S5.

- molecular weight (g/mol) = 1199.207
- spin multiplicity = 1
- relative energy (zero: lowest compared OMol25 entry of this formula, charge and spin) (eV) = 1.999
- calculated total energy (eV) = -142795.178
- net charge = 0
- E_HOMO (eV) = -7.1
- strongest force on any atom (Eh/bohr) = 0.0106

Each line ends with the Mulliken charge.
Atoms and positions in Å:
1 C -2.57 6.18 1.28  -1.156
2 C -1.77 2.20 4.71  -0.447
3 H -5.37 -4.57 0.21  0.425
4 H -4.74 0.96 0.99  0.320
5 H -4.22 4.97 -0.54  0.484
6 C 4.76 1.65 -0.64  -0.041
7 H -0.82 -4.77 2.06  0.525
8 N 0.60 -1.22 -1.53  -0.531
9 C -1.61 3.91 0.65  -0.246
10 In -1.57 -1.33 -1.18  0.247
11 F -0.59 -4.38 -1.74  -0.455
12 C -1.59 -4.11 -2.60  0.363
13 C 6.22 0.08 3.37  -0.719
14 C -2.42 1.94 -1.85  1.393
15 C 3.66 1.76 0.21  0.152
16 H 1.29 3.52 -3.00  0.549
17 C 4.44 -0.31 1.82  -0.132
18 H 5.23 0.69 -0.80  -0.017
19 H 3.09 5.08 -0.02  0.447
20 H -2.65 1.72 2.07  0.422
21 C 5.97 -2.08 2.34  -0.839
22 H -0.98 4.80 3.94  0.711
23 H 4.92 -1.55 -1.42  0.357
24 C 4.64 4.01 -1.05  -0.669
25 H 2.51 -5.28 -3.60  0.484
26 H -1.41 5.83 -0.46  0.567
27 C -5.27 -2.37 -0.76  -1.874
28 H -4.59 0.20 -0.60  0.555
29 H -3.02 1.90 6.42  0.435
30 H 0.82 0.20 3.78  0.473
31 H -3.18 7.03 1.02  0.415
32 C -4.37 -4.59 0.62  -0.446
33 C -2.94 3.25 0.17  -0.288
34 H -0.81 3.55 0.00  -0.320
35 C -2.63 -5.85 1.68  -0.732
36 C 5.11 0.54 2.69  -0.461
37 C -3.90 -5.79 1.14  -0.809
38 C -1.83 -4.72 1.67  -1.053
39 C 4.42 -4.51 -3.00  -0.667
40 C -1.88 -5.12 -3.51  0.307
41 C -2.18 5.99 2.54  -1.016
42 C -2.17 1.53 5.86  -0.960
43 N 1.90 0.67 1.99  -0.569
44 C 6.66 -1.23 3.20  -0.457
45 C -3.64 -3.74 -4.36  0.340
46 H -2.20 3.15 -3.66  0.565
47 H 4.76 1.55 2.83  0.440
48 C 3.05 -4.46 -3.14  -0.691
49 H -2.91 5.26 -2.72  0.380
50 H 6.18 -3.50 -2.27  0.460
51 C -2.12 5.28 0.17  0.337
52 S 2.03 -0.98 -1.43  1.890
53 C 3.07 2.98 0.44  -0.259
54 H -3.56 -1.29 1.85  0.731
55 C 2.48 0.40 -2.50  0.396
56 H 6.75 0.74 4.05  0.392
57 C 3.39 0.32 -3.54  -0.374
58 H 4.31 -2.27 0.97  0.575
59 F -4.66 -3.56 -5.21  -0.324
60 C -2.13 0.93 1.51  -3.584
61 C 5.10 -3.46 -2.39  -0.910
62 H 0.08 -0.99 5.82  0.474
63 C -3.30 -2.77 -3.43  0.348
64 H -2.33 3.07 4.39  0.468
65 H -2.15 0.02 2.10  1.201
66 F -4.06 -1.66 -3.45  -0.440
67 H -1.81 -0.13 7.16  0.394
68 S -0.14 2.41 2.41  0.619
69 C 1.89 2.63 -3.15  -0.691
70 H -5.10 -3.13 -1.53  0.601
71 S 2.95 0.33 1.04  0.803
72 H -5.27 -1.23 1.48  0.246
73 F -3.23 -5.87 -5.29  -0.327
74 C 3.55 1.42 -4.39  -0.868
75 C -3.22 4.54 -0.65  0.536
76 C 5.25 2.78 -1.27  -0.635
77 H -3.65 3.17 1.00  0.601
78 C -1.19 3.81 2.09  0.006
79 H 4.97 -5.38 -3.35  0.394
80 C -0.43 -0.09 5.52  -0.814
81 H 2.23 3.03 1.12  0.578
82 S -1.87 0.58 -2.78  -0.122
83 C -0.01 0.57 4.38  -0.142
84 H -2.46 6.69 3.31  0.416
85 C -2.27 -3.51 1.13  0.873
86 C -2.47 3.22 -2.61  -0.755
87 C -4.27 -1.15 1.04  -1.474
88 H -6.14 -2.66 -0.16  0.457
89 F -1.19 -6.26 -3.53  -0.328
90 H 0.95 1.56 -1.55  0.299
91 C 4.86 -1.62 1.64  -0.107
92 C 4.40 -2.36 -1.92  0.250
93 H -5.50 -1.44 -1.27  0.190
94 C -1.37 4.83 2.93  -0.172
95 N -2.78 0.72 0.22  2.294
96 C -2.77 1.95 -0.56  -2.113
97 H 5.02 4.90 -1.56  0.395
98 N 2.78 -0.80 -0.07  0.095
99 H 6.30 -3.10 2.21  0.444
100 C -2.26 -2.91 -2.53  -0.304
101 C 3.02 -2.32 -2.08  -0.457
102 H 6.09 2.70 -1.94  0.455
103 C 1.71 1.54 -2.32  0.106
104 S -1.12 -2.17 1.11  -0.181
105 C -1.50 0.39 6.27  -0.552
106 H -4.54 -6.67 1.12  0.397
107 H 1.26 -3.29 -2.77  0.218
108 C 2.81 2.57 -4.19  -0.942
109 C -2.86 4.38 -2.09  -1.679
110 H -2.25 -6.78 2.10  0.401
111 N -4.07 -2.22 0.06  1.299
112 H 3.96 -0.58 -3.72  0.416
113 C -3.58 -3.44 0.62  -0.426
114 H -0.05 0.66 1.14  -0.055
115 N -0.76 1.39 1.28  1.858
116 C -2.92 -4.92 -4.41  0.776
117 H 2.94 3.42 -4.85  0.413
118 C 3.56 4.12 -0.20  -0.619
119 C -0.69 1.72 3.99  0.418
120 H 4.26 1.36 -5.21  0.432
121 C -4.15 0.23 0.40  -0.887
122 C 2.34 -3.35 -2.68  -0.555
123 H 7.52 -1.59 3.74  0.387

[2]
The following is a DFT calculation (ωB97M-V/def2-TZVPD) of a molecular structure, C29H40BCrF2N5O3P.

- molecular weight (g/mol) = 638.449
- spin multiplicity = 5
- relative energy (zero: lowest compared OMol25 entry of this formula, charge and spin) (eV) = 0.066
- calculated total energy (eV) = -88144.189
- net charge = -1
- E_HOMO (alpha / beta) (eV) = -2.1 / -5.1
- strongest force on any atom (Eh/bohr) = 0.0092

Each line ends with the natural charge from an NBO analysis.
Atoms and positions in Å:
1 H 2.84 -2.73 -2.74  0.221
2 C 4.04 1.46 -1.66  -0.601
3 H 4.17 -2.08 -4.67  0.201
4 H 1.97 1.49 -1.18  0.269
5 C -1.70 -3.71 -2.92  -0.354
6 C -1.30 3.22 -2.43  -0.350
7 C -3.43 3.63 3.45  -0.329
8 H -3.92 2.70 6.16  0.199
9 C 2.65 -1.74 -3.18  -0.522
10 H 2.09 2.64 -3.26  0.213
11 C -2.03 0.10 1.61  0.324
12 C -1.70 -0.78 6.63  -0.615
13 H -2.15 1.71 7.48  0.200
14 N -1.52 1.10 -3.01  -0.269
15 H 2.75 -3.48 -0.78  0.185
16 C -3.01 2.34 1.45  -0.310
17 H -3.18 -0.02 -4.00  -0.053
18 H 1.20 1.17 -3.62  0.226
19 H 1.78 -2.57 -4.98  0.195
20 C -0.72 -2.08 1.87  0.805
21 C 1.49 -1.91 -4.16  -0.596
22 H 4.93 -2.25 -1.39  0.195
23 N -2.10 0.30 4.42  -0.404
24 H 2.89 1.32 -4.08  0.191
25 H 0.62 -2.33 -3.67  0.228
26 H -2.53 3.75 5.97  0.210
27 H 3.40 -3.20 0.82  0.199
28 H -2.00 -1.78 6.31  0.221
29 F 0.62 0.73 0.45  -0.689
30 H -3.76 4.56 3.89  0.207
31 H 4.35 1.22 -0.64  0.210
32 H 4.78 -1.21 -3.27  0.209
33 C 3.23 -1.41 -0.35  -0.517
34 C -1.82 2.35 -3.36  -0.012
35 H -2.39 2.52 -4.25  0.214
36 C -2.52 1.27 2.23  -0.095
37 C -1.94 -2.66 -3.79  -0.016
38 P 2.13 -0.75 -1.69  0.926
39 N -0.81 1.11 -1.87  -0.330
40 H -0.18 2.60 -0.58  0.242
41 H -1.98 -0.68 7.68  0.210
42 H -0.99 -3.49 -0.80  0.245
43 H -1.80 -4.76 -3.11  0.220
44 O -0.58 -3.11 2.51  -0.677
45 C -2.03 1.70 6.39  -0.397
46 F -3.92 4.52 1.32  -0.353
47 C -2.96 2.57 4.25  -0.094
48 H -0.62 -0.71 6.56  0.213
49 C -1.30 -3.09 -1.75  -0.033
50 C -2.53 1.39 3.65  0.230
51 C -2.39 0.32 5.85  -0.020
52 C 2.17 1.55 -3.30  -0.607
53 C 2.73 -2.79 0.07  -0.621
54 Cr -0.42 -0.43 -0.56  1.408
55 H -3.48 0.20 5.96  0.177
56 C -1.53 -0.79 3.80  0.052
57 O -0.19 -1.90 0.71  -0.777
58 H 5.17 -0.56 -0.98  0.210
59 H -0.97 1.88 6.18  0.206
60 H 4.12 2.54 -1.77  0.204
61 B -1.99 -0.14 -3.84  0.188
62 H 1.72 -2.76 0.47  0.273
63 H -1.11 -1.56 4.42  0.223
64 C 2.61 1.03 -1.94  -0.529
65 C 3.92 -1.32 -3.92  -0.608
66 C -0.68 2.39 -1.50  -0.022
67 H 3.78 -0.39 -4.45  0.202
68 C -1.46 -0.91 2.45  -0.261
69 H -2.28 -2.65 -4.80  0.215
70 H 5.25 -1.80 0.27  0.206
71 N -1.30 -1.77 -1.91  -0.333
72 H -1.38 4.28 -2.41  0.222
73 O -2.09 -0.03 0.30  -0.725
74 C 4.73 -1.49 -0.64  -0.611
75 N -1.70 -1.51 -3.16  -0.270
76 H 4.76 1.01 -2.35  0.193
77 H -1.41 -0.14 -4.90  -0.065
78 C -2.90 2.75 5.74  -0.410
79 H 1.20 -0.96 -4.60  0.209
80 C -3.45 3.48 2.08  0.394
81 H 3.05 -0.71 0.47  0.244
82 H -3.02 2.25 0.37  0.245

[3]
The following is a DFT calculation (ωB97M-V/def2-TZVPD) of a molecular structure, C6H9N.

- molecular weight (g/mol) = 95.145
- spin multiplicity = 1
- relative energy (zero: lowest compared OMol25 entry of this formula, charge and spin) (eV) = 2.986
- calculated total energy (eV) = -7855.174
- net charge = 0
- E_HOMO (eV) = -8.3
- strongest force on any atom (Eh/bohr) = 0.0077

Each line ends with the natural charge from an NBO analysis.
Atoms and positions in Å:
1 C 1.29 -0.42 -0.83  -0.229
2 H -0.66 1.80 -1.44  0.175
3 H -1.61 -1.34 0.33  0.205
4 C 0.26 -1.24 -0.99  -0.227
5 H 0.03 -0.52 2.30  0.213
6 C -0.63 -0.88 0.22  -0.093
7 C 0.91 0.34 0.47  -0.096
8 C 0.44 -0.86 1.36  -0.349
9 H -1.13 2.53 0.12  0.200
10 H 1.55 1.14 0.82  0.204
11 H 0.10 -2.04 -1.70  0.219
12 H -2.19 1.36 -0.64  0.203
13 N -0.54 0.59 0.36  -0.425
14 H 1.11 -1.72 1.46  0.197
15 H 2.22 -0.35 -1.38  0.219
16 C -1.14 1.61 -0.47  -0.416

The highest relative energy (zero: lowest compared OMol25 entry of this formula, charge and spin) belongs to which entry? C6H9N

What did the third record say?
The following is a DFT calculation (ωB97M-V/def2-TZVPD) of a molecular structure, C6H9N.

- molecular weight (g/mol) = 95.145
- spin multiplicity = 1
- relative energy (zero: lowest compared OMol25 entry of this formula, charge and spin) (eV) = 2.986
- calculated total energy (eV) = -7855.174
- net charge = 0
- E_HOMO (eV) = -8.3
- strongest force on any atom (Eh/bohr) = 0.0077

Each line ends with the natural charge from an NBO analysis.
Atoms and positions in Å:
1 C 1.29 -0.42 -0.83  -0.229
2 H -0.66 1.80 -1.44  0.175
3 H -1.61 -1.34 0.33  0.205
4 C 0.26 -1.24 -0.99  -0.227
5 H 0.03 -0.52 2.30  0.213
6 C -0.63 -0.88 0.22  -0.093
7 C 0.91 0.34 0.47  -0.096
8 C 0.44 -0.86 1.36  -0.349
9 H -1.13 2.53 0.12  0.200
10 H 1.55 1.14 0.82  0.204
11 H 0.10 -2.04 -1.70  0.219
12 H -2.19 1.36 -0.64  0.203
13 N -0.54 0.59 0.36  -0.425
14 H 1.11 -1.72 1.46  0.197
15 H 2.22 -0.35 -1.38  0.219
16 C -1.14 1.61 -0.47  -0.416

What did the third record say?
The following is a DFT calculation (ωB97M-V/def2-TZVPD) of a molecular structure, C6H9N.

- molecular weight (g/mol) = 95.145
- spin multiplicity = 1
- relative energy (zero: lowest compared OMol25 entry of this formula, charge and spin) (eV) = 2.986
- calculated total energy (eV) = -7855.174
- net charge = 0
- E_HOMO (eV) = -8.3
- strongest force on any atom (Eh/bohr) = 0.0077

Each line ends with the natural charge from an NBO analysis.
Atoms and positions in Å:
1 C 1.29 -0.42 -0.83  -0.229
2 H -0.66 1.80 -1.44  0.175
3 H -1.61 -1.34 0.33  0.205
4 C 0.26 -1.24 -0.99  -0.227
5 H 0.03 -0.52 2.30  0.213
6 C -0.63 -0.88 0.22  -0.093
7 C 0.91 0.34 0.47  -0.096
8 C 0.44 -0.86 1.36  -0.349
9 H -1.13 2.53 0.12  0.200
10 H 1.55 1.14 0.82  0.204
11 H 0.10 -2.04 -1.70  0.219
12 H -2.19 1.36 -0.64  0.203
13 N -0.54 0.59 0.36  -0.425
14 H 1.11 -1.72 1.46  0.197
15 H 2.22 -0.35 -1.38  0.219
16 C -1.14 1.61 -0.47  -0.416

calculated total energy of number 2 (C29H40BCrF2N5O3P)? -88144.189 eV